(1)
Entry from OMol25: C25H23BrInN5O4 as an isolated structure in a non-equilibrium geometry (ωB97M-V with the def2-TZVPD basis set).

```
59
Properties=species:S:1:pos:R:3:forces:R:3
In 1.784727 -0.510683 1.056677 0.994 -0.939 -1.724
O 2.147963 -1.594884 -1.466738 0.583 0.185 0.319
C 2.224198 -3.000279 -1.390884 -0.006 -0.409 0.500
C 1.382062 -3.476876 -0.219677 -1.577 -1.067 -0.584
C 0.795386 -4.762763 -0.329694 -0.312 0.643 0.770
C -0.113304 -5.204949 0.637296 1.520 -0.071 0.276
C -0.467055 -4.359705 1.673809 -0.978 0.372 1.135
C 0.119576 -3.135234 1.721868 0.506 2.043 0.339
N 1.029922 -2.684706 0.818307 0.465 0.492 -0.309
H 3.059314 -1.265257 -1.462525 -0.050 0.304 -0.041
H 3.248774 -3.393989 -1.228247 -0.329 0.443 -0.290
H 1.823105 -3.418467 -2.331072 0.176 -0.067 0.524
H 0.998708 -5.408720 -1.175981 0.309 0.150 0.069
H -0.322850 -6.250529 0.737483 -0.748 -0.366 -0.572
H -1.206532 -4.549309 2.486679 0.738 -0.384 -0.940
H -0.099219 -2.362056 2.490099 -0.102 -1.014 -0.338
Br 0.529231 0.311649 4.319424 0.739 0.199 -0.061
C 2.398685 0.660666 4.082010 -0.587 -0.232 -1.235
C 3.208902 1.311492 4.961755 0.327 -0.488 -0.389
C 4.579483 1.469373 4.667769 -1.389 -0.139 0.684
C 5.066329 1.032922 3.449874 0.204 -0.217 -0.110
C 4.159183 0.406377 2.569649 0.979 0.964 0.518
N 2.866971 0.260382 2.885318 -0.267 -0.532 -0.872
C 4.671399 -0.044990 1.222314 2.027 -1.612 -3.337
O 5.875578 -0.151291 0.982150 -2.735 0.725 1.366
O 3.772639 -0.403105 0.236695 -0.506 0.816 3.161
H 2.764724 1.632039 5.863475 -0.076 0.408 0.994
H 5.113366 1.899838 5.511145 0.637 0.099 -0.670
H 6.123965 1.162599 3.177942 -0.668 -0.259 -0.033
C -4.881467 -0.239666 0.780807 -0.122 -0.216 -0.880
C -4.373803 0.570389 -0.388024 -1.238 1.261 -0.442
C -4.107294 -0.071095 -1.607912 0.796 -0.548 1.405
C -3.583337 0.621650 -2.661654 1.101 2.031 -0.075
C -3.295655 2.029859 -2.567672 -1.830 -0.914 0.431
N -2.672805 2.737960 -3.623435 0.319 0.356 -0.806
C -1.647206 2.171599 -4.408914 -1.148 0.942 0.861
O -1.541454 2.364187 -5.588097 0.399 -0.197 0.177
N -0.723300 1.388364 -3.674090 0.962 -0.795 -0.695
C -0.296246 1.617842 -2.347539 0.669 0.532 0.101
C -0.242249 2.948025 -1.890492 -0.093 -0.405 1.877
C 0.071558 3.191329 -0.522425 -0.180 -0.623 -0.558
C 0.525332 2.146939 0.285407 -0.167 -0.685 -1.657
N 0.658234 0.855642 -0.216957 -0.960 1.404 -0.640
C 0.196457 0.586575 -1.515524 -0.250 1.216 1.721
C -3.822852 2.712145 -1.462667 0.770 -0.158 0.140
C -4.337006 1.987221 -0.385787 0.389 -0.608 1.105
H -5.730624 -0.876641 0.504824 -0.012 0.374 -0.044
H -5.132011 0.321301 1.655255 -0.212 0.569 0.388
H -4.122361 -0.934722 1.053162 0.793 -0.674 0.426
H -4.091017 -1.170968 -1.600811 -0.429 0.491 -0.353
H -3.255506 0.105789 -3.532267 0.070 -0.350 -0.666
H -3.181997 3.534994 -4.067241 0.616 -1.296 0.391
H 0.017328 1.078206 -4.323907 -0.653 -0.039 0.580
H -0.553107 3.747164 -2.559994 0.118 -0.116 0.256
H -0.069336 4.169027 -0.053738 0.257 -0.259 -0.402
H 0.800449 2.353481 1.316420 0.035 -0.311 -0.110
H 0.135311 -0.457857 -1.764752 0.251 0.010 -0.344
H -3.728763 3.799638 -1.341573 -0.004 -0.455 -0.321
H -4.550504 2.542078 0.562677 -0.122 -0.588 -1.018
```
Positions in Å, forces in eV/Å.

Properties
Energy above the lowest of the compared OMol25 structures with the same formula, charge and spin in kcal/mol: 8.0
LUMO in eV: -7.3552
Maximum force in eV/A: 4.2
Total energy in eV: -117141.1399
Net charge: +2
HOMO-LUMO gap in eV: 5.482
HOMO energy in hartree: -0.47177

(2)
Entry from OMol25: a 2-piece molecular cluster, H4S3 overall in a non-equilibrium geometry (ωB97M-V with the def2-TZVPD basis set).

```
7
Properties=species:S:1:pos:R:3:forces:R:3
S -0.720857 0.188603 -1.181411 0.371 -0.426 -1.944
S -1.569959 0.307755 0.639318 -1.231 -0.022 1.725
H -1.735409 -0.335652 -1.907016 0.147 0.262 0.291
H -2.774325 -0.296401 0.447120 0.587 0.165 -0.167
S 2.182668 -0.564491 0.515598 0.090 0.401 0.184
H 2.481392 0.102229 1.645088 0.025 -0.191 -0.051
H 2.136487 0.597959 -0.158695 0.012 -0.189 -0.039
```
Positions in Å, forces in eV/Å.

Properties
Energy above the lowest of the compared OMol25 structures with the same formula, charge and spin in kcal/mol: 11.6
LUMO in eV: 0.4574
Maximum force in eV/A: 2.1
Total energy in eV: -32569.8452
Net charge: 0
HOMO-LUMO gap in eV: 8.775
HOMO energy in hartree: -0.30567

(3)
Entry from OMol25: C9H21N7RuS as an isolated structure (ωB97M-V with the def2-TZVPD basis set).

```
39
Properties=species:S:1:pos:R:3:forces:R:3
Ru 0.179584 -0.314406 -0.604944 0.448 0.017 0.294
C -0.727675 2.203747 0.758106 -0.048 -0.031 -0.162
C 0.331667 2.567929 -0.275082 0.067 -0.120 0.018
N 0.217735 1.601761 -1.421327 -0.135 0.085 0.011
C -0.997265 1.889533 -2.275280 0.025 0.009 -0.046
C -1.480328 0.609432 -2.914899 0.091 -0.032 -0.027
N -1.412901 -0.518980 -1.918640 0.063 -0.007 -0.081
C -2.536568 -0.650335 -0.909732 0.233 -0.023 0.070
C -2.478609 0.442290 0.156896 0.100 0.060 -0.141
N -1.047464 0.707243 0.656284 0.129 0.070 0.162
H -1.658939 2.739526 0.588820 -0.011 0.036 0.071
H -0.408234 2.429411 1.774279 0.092 -0.023 -0.016
H 1.339508 2.483581 0.131312 -0.013 0.069 0.016
H 0.217030 3.593822 -0.631756 -0.048 0.000 0.005
H 1.033131 1.738658 -2.022227 0.041 -0.071 0.030
H -0.729151 2.620369 -3.040820 0.001 0.004 0.010
H -1.747330 2.358131 -1.646605 -0.049 0.006 0.001
H -0.828748 0.318654 -3.741113 -0.035 0.008 -0.019
H -2.492170 0.707289 -3.313854 -0.016 -0.001 0.024
H -1.415855 -1.383322 -2.464051 -0.015 -0.022 0.004
H -2.455126 -1.647705 -0.472439 -0.049 -0.013 -0.012
H -3.494892 -0.611207 -1.435024 -0.033 0.035 0.024
H -3.098568 0.185974 1.016321 -0.012 -0.080 -0.023
H -2.852798 1.378048 -0.243166 -0.041 0.027 0.036
H -0.972758 0.324538 1.599443 -0.025 -0.010 0.000
C 2.057136 -5.262371 0.672823 -0.083 -0.051 -0.019
C 2.561022 -3.889580 0.561816 0.290 0.146 0.026
N 3.864633 -3.547244 0.606683 -0.265 -0.166 0.041
N 3.929867 -2.253052 0.448984 -0.331 0.244 -0.105
C 2.718128 -1.683050 0.312398 0.303 -0.403 -0.020
S 2.272136 -0.055053 0.137490 -0.834 0.114 -0.225
N 1.848620 -2.734000 0.380548 0.166 0.079 0.056
N 0.450124 -2.510215 0.273255 0.036 0.137 0.098
H 2.789720 -5.858310 1.222712 -0.012 0.002 -0.025
H 1.962523 -5.704916 -0.329195 0.006 -0.015 0.051
H 1.093798 -5.311785 1.184310 0.013 -0.028 -0.016
H 4.849092 -1.794511 0.466655 -0.013 -0.011 -0.006
H 0.064757 -2.584998 1.220986 -0.046 -0.076 -0.029
H 0.054367 -3.290497 -0.259866 0.010 0.033 -0.076
```
Positions in Å, forces in eV/Å.

Properties
LUMO (alpha / beta) in eV: -18.2262 / -18.2361
Maximum force in eV/A: 0.9
Total energy in eV: -33474.4992
Net charge: +4
HOMO-LUMO gap (alpha / beta) in eV: 5.761 / 5.750
HOMO energy (alpha / beta) in hartree: -0.88153 / -0.88148

(4)
Entry from OMol25: C31H37FeN4O3S as an isolated structure (ωB97M-V with the def2-TZVPD basis set).

```
77
Properties=species:S:1:pos:R:3:forces:R:3
Fe 0.188139 -0.659283 0.053073 0.009 -0.113 0.050
C -0.327752 -1.559506 2.771838 0.047 0.011 0.067
C 0.403925 -2.870162 2.528188 -0.029 0.037 0.014
C 0.149764 -3.509583 1.199228 -0.027 -0.017 0.031
C -0.005248 -4.889189 1.140230 0.008 0.013 -0.026
C -0.322596 -5.499770 -0.055819 0.000 -0.024 -0.028
C -0.507011 -4.697074 -1.170061 0.006 -0.020 0.059
C -0.322314 -3.339297 -1.043184 0.047 -0.023 -0.007
N 0.034012 -2.740546 0.106752 -0.037 0.037 0.025
N 0.299822 -0.358883 2.132618 0.002 -0.102 0.010
C -0.433582 0.817107 2.688437 0.021 0.090 -0.026
C 0.179536 2.199740 2.505963 0.009 -0.171 -0.103
C -0.442516 3.261499 3.149021 -0.064 0.066 -0.041
C 0.105610 4.526922 3.024820 -0.019 -0.043 0.016
C 1.262494 4.681422 2.276623 0.014 -0.018 -0.012
C 1.817105 3.557981 1.686296 0.007 0.082 -0.035
N 1.290891 2.337220 1.788748 -0.101 0.104 -0.022
C 1.721392 -0.298448 2.594379 -0.013 -0.066 0.025
C 2.670125 -0.698202 1.515091 -0.110 0.022 0.038
C 4.016250 -0.882393 1.790553 0.031 -0.002 -0.017
C 4.869122 -1.256087 0.770958 -0.028 0.001 0.000
C 4.343938 -1.446925 -0.501047 0.016 0.003 0.019
C 2.998415 -1.246177 -0.703308 -0.010 0.027 -0.010
N 2.165936 -0.867618 0.285452 0.066 0.136 -0.121
H -0.339567 -1.383210 3.851167 -0.023 0.006 -0.010
H -1.361918 -1.623660 2.434435 0.013 -0.009 -0.026
H 0.063172 -3.565610 3.295202 0.013 0.003 0.009
H 1.477357 -2.765005 2.695337 0.018 -0.023 -0.031
H 0.110083 -5.470098 2.044837 -0.005 0.008 0.006
H -0.445999 -6.572795 -0.113849 -0.002 0.000 0.007
H -0.793014 -5.112256 -2.125792 0.002 0.002 -0.010
H -0.454459 -2.688237 -1.887344 0.065 -0.046 0.187
H -0.535972 0.660428 3.767844 0.007 -0.035 -0.002
H -1.443305 0.797198 2.279034 0.022 0.052 0.010
H -1.339101 3.099862 3.734776 -0.004 0.003 0.005
H -0.354634 5.375079 3.513826 -0.003 -0.003 0.004
H 1.737514 5.646148 2.166548 -0.006 0.000 -0.007
H 2.729912 3.637559 1.105971 -0.011 -0.015 0.003
H 1.853695 -0.934829 3.471060 -0.006 -0.025 -0.013
H 1.966895 0.709232 2.905221 0.006 -0.009 -0.055
H 4.379184 -0.731373 2.798537 -0.004 -0.001 0.000
H 5.923532 -1.403315 0.962072 0.000 -0.001 0.002
H 4.968710 -1.750109 -1.328392 -0.001 0.003 -0.004
H 2.547064 -1.381205 -1.672213 -0.033 -0.008 -0.010
C -4.057257 -0.572467 0.123310 -0.016 0.024 0.034
C -2.671516 -0.009078 0.084260 -0.003 0.010 -0.038
O -1.738118 -0.848075 0.114207 -0.014 -0.114 -0.098
C -2.441115 1.404783 0.022403 0.064 -0.014 0.056
C -3.506213 2.318233 0.185638 0.032 0.064 -0.020
C -3.293150 3.668095 0.092416 -0.080 -0.050 0.015
C -2.005865 4.134634 -0.202915 0.089 0.024 -0.010
C -0.949550 3.270640 -0.376422 -0.048 0.025 -0.019
C -1.136334 1.886779 -0.241315 -0.019 -0.090 -0.193
O -0.111783 1.088274 -0.475743 0.469 0.162 0.387
H -4.016900 -1.650483 -0.002310 0.009 -0.003 0.001
H -4.683551 -0.126298 -0.647717 -0.003 -0.013 -0.005
H -4.518205 -0.346620 1.088082 -0.005 0.003 -0.004
H -4.500365 1.946640 0.392612 -0.005 0.003 0.006
H -4.107865 4.364702 0.228112 -0.003 -0.006 0.002
H -1.836510 5.200141 -0.297102 0.004 -0.004 -0.003
H 0.040214 3.637900 -0.607725 0.040 -0.016 0.004
C -1.283075 -2.124652 -4.333749 -0.029 0.069 -0.005
C -0.315848 -0.958585 -4.407673 0.089 0.113 -0.008
S -0.246368 0.050558 -2.916569 0.037 -0.241 -0.088
O 0.506985 -0.883490 -1.924216 -0.346 0.245 -0.121
C 0.954662 1.264163 -3.526532 -0.123 -0.138 0.135
C 0.229652 2.442444 -4.159580 -0.005 0.009 -0.036
H -1.336223 -2.599496 -5.312265 0.000 -0.018 0.002
H -2.289678 -1.800164 -4.068521 0.011 -0.019 0.041
H -0.941961 -2.873910 -3.621572 -0.099 0.005 -0.168
H -0.599213 -0.249374 -5.189794 -0.008 -0.029 -0.016
H 0.709212 -1.284224 -4.593477 -0.015 -0.021 -0.036
H 1.610840 0.760282 -4.236590 0.061 -0.025 0.082
H 1.519859 1.540547 -2.639928 0.020 0.099 0.075
H -0.340658 2.141214 -5.039302 0.000 0.011 0.016
H 0.961760 3.179441 -4.487077 -0.007 0.000 0.009
H -0.450506 2.920858 -3.456039 0.008 0.008 0.034
```
Positions in Å, forces in eV/Å.

Properties
Energy above the lowest of the compared OMol25 structures with the same formula, charge and spin in kcal/mol: 13.1
LUMO (alpha / beta) in eV: -5.6032 / -6.1221
Maximum force in eV/A: 0.6
Multiplicity: 2
Total energy in eV: -90061.2383
Net charge: +2
HOMO-LUMO gap (alpha / beta) in eV: 8.082 / 7.561
⟨S²⟩: 0.7784
HOMO energy (alpha / beta) in hartree: -0.50293 / -0.50284

(5)
Entry from OMol25: a 2-piece molecular cluster, C4H15N3O overall in a non-equilibrium geometry (ωB97M-V with the def2-TZVPD basis set).

```
23
Properties=species:S:1:pos:R:3:forces:R:3
C 0.994308 0.189448 -2.160766 0.529 -0.124 -0.611
N 0.357471 0.198016 -0.853385 0.781 0.385 -0.521
C -0.870633 0.957220 -0.874493 -1.026 -0.476 1.006
C -1.468328 1.181747 0.522000 -0.120 -0.586 -0.202
N -1.767151 -0.016025 1.296407 0.745 -0.348 0.253
C -0.578309 -0.726196 1.827969 -1.366 0.029 -0.731
N -0.405151 -2.020604 1.151825 -0.047 0.482 -0.106
H 0.288543 0.120728 -2.991214 -0.228 0.154 -0.096
H 1.663875 1.043865 -2.355912 -0.524 0.161 0.249
H 1.661881 -0.655781 -2.302382 0.003 -0.380 0.360
H 0.219539 -0.753604 -0.534933 -0.349 0.001 0.007
H -1.656267 0.466185 -1.478874 0.167 0.046 -0.133
H -0.735787 1.947123 -1.269014 0.465 0.441 -0.534
H -0.794275 1.784803 1.126115 0.053 0.173 0.005
H -2.410603 1.718515 0.412920 0.044 0.245 -0.079
H -2.325991 -0.685035 0.782016 -0.102 0.174 -0.175
H 0.291472 -0.119421 1.633042 0.356 0.134 0.231
H -0.779065 -0.844533 2.876710 0.367 -0.117 0.741
H 0.432551 -2.461885 1.495375 0.154 -0.305 0.095
H -1.191502 -2.618932 1.375158 0.106 -0.138 0.038
O 3.335599 0.685267 0.100025 -0.031 -0.134 -0.132
H 2.562167 0.656159 -0.481685 -0.044 0.123 0.291
H 3.175666 -0.047061 0.703085 0.067 0.059 0.046
```
Positions in Å, forces in eV/Å.

Properties
Energy above the lowest of the compared OMol25 structures with the same formula, charge and spin in kcal/mol: 25.9
LUMO in eV: 0.8245
Maximum force in eV/A: 1.5
Total energy in eV: -10908.4159
Net charge: 0
HOMO-LUMO gap in eV: 9.489
HOMO energy in hartree: -0.31842